Below is a single C6H9N molecule, with properties calculated with wB97M-V/def2-TZVPD.

Geometry as XYZ:
```
16
Properties=species:S:1:pos:R:3:forces:R:3
C -1.180370 -1.432284 1.202976 -0.1 0.0 0.1
C -1.308512 -0.978163 -0.223185 -0.4 -0.1 -0.3
C -2.237696 -1.037733 -1.129918 0.4 -0.1 0.5
C -0.142075 -0.327417 -0.981296 0.1 0.0 -0.1
N 0.058099 1.047810 -0.570253 -0.1 0.0 0.0
C 1.402711 1.558971 -0.767748 0.2 0.1 -0.2
C 0.901971 1.252172 0.592464 0.0 0.0 0.3
H -0.347546 -2.146106 1.286437 -0.2 0.2 0.0
H -2.093864 -1.935199 1.544063 0.2 0.2 -0.1
H -0.983980 -0.583926 1.871612 0.0 -0.2 -0.2
H 0.742116 -0.967869 -0.799140 -0.1 0.1 -0.1
H -0.326909 -0.331805 -2.065165 0.0 0.0 0.2
H 1.466957 2.584514 -1.116548 0.0 -0.1 0.1
H 2.147591 0.881554 -1.185265 -0.1 0.1 0.1
H 1.309360 0.366775 1.078831 0.0 0.1 0.0
H 0.592147 2.048706 1.262136 0.1 -0.1 -0.1
```
Forces are in eV/Å.

Calculated values
* M: 95.14 g/mol
* energy above the lowest of the compared OMol25 structures with the same formula, charge and spin: 503.90 kJ/mol
* orbital gap: 9.877 eV
* charge: 0
* E_LUMO: 0.010 Ha
* DFT total energy: -288.59012 Eh

Below is 2 unconnected molecules or ions with the total composition C3H8ClFNP in a non-equilibrium geometry, with properties calculated with wB97M-V/def2-TZVPD.

Geometry as XYZ:
```
15
Properties=species:S:1:pos:R:3:forces:R:3
C 0.573878 1.252052 -1.320489 -1.5 -0.3 -2.8
C -1.407418 -0.281682 -1.008447 -0.4 2.6 0.1
C 1.205541 -1.320544 1.801658 -2.1 1.0 0.3
N -0.577038 0.891393 -0.581589 -1.2 -2.2 0.9
F -0.023940 0.007178 3.585582 0.5 -0.4 0.0
P 1.137686 -1.131398 3.460320 -0.3 0.5 -0.7
Cl 2.102759 -2.567437 1.105366 0.7 -0.5 -0.5
H 0.333701 0.853802 -2.364728 1.0 0.4 0.9
H 0.640406 2.311037 -1.494949 0.2 0.6 0.3
H 1.518364 0.846048 -1.016078 0.5 -0.3 0.5
H -0.813761 -0.749114 -1.796108 -0.8 -0.3 -0.2
H -1.538592 -0.929598 -0.168910 0.0 -0.8 0.4
H -2.485208 0.092972 -1.269890 1.9 -0.9 -0.2
H -1.129353 1.518342 -0.051918 0.2 1.0 0.2
H 0.462975 -0.793052 1.120181 1.2 -0.4 0.8
```
Forces are in eV/Å.

Calculated values
* SMILES string: F/P=C/Cl.CNC
* M: 143.53 g/mol
* energy above the lowest of the compared OMol25 structures with the same formula, charge and spin: 96.64 kJ/mol
* orbital gap: 8.425 eV
* charge: 0
* E_LUMO: 0.002 Ha
* DFT total energy: -1075.21226 Eh

Below is a molecular structure, C2H5N3S2 in a non-equilibrium geometry, with properties calculated with wB97M-V/def2-TZVPD.

Geometry as XYZ:
```
12
Properties=species:S:1:pos:R:3:forces:R:3
C -1.636478 0.784694 0.826257 1.3 1.4 -1.3
C -0.764757 1.252324 -0.222714 0.2 2.9 1.5
N -2.041057 -0.418172 0.565096 -0.9 -0.5 1.7
N -0.584158 0.437132 -1.146804 0.6 -3.3 -3.3
N 1.986244 -0.943001 -0.713090 0.6 -0.3 -0.3
S 2.264583 -0.958431 1.004816 -0.9 0.5 -0.2
S -1.375225 -0.956338 -0.790953 -0.4 0.4 -0.4
H -1.790309 1.503228 1.614727 -0.9 -0.8 0.7
H -0.214093 2.179780 -0.432184 -0.6 0.1 1.1
H 1.045955 -0.420592 1.310664 0.5 -0.4 0.2
H 2.038666 -1.888346 -1.076610 -0.1 0.0 0.2
H 1.070627 -0.572275 -0.939201 0.5 0.1 0.0
```
Forces are in eV/Å.

Calculated values
* M: 135.22 g/mol
* energy above the lowest of the compared OMol25 structures with the same formula, charge and spin: 248.70 kJ/mol
* orbital gap: 8.374 eV
* charge: 0
* E_LUMO: 0.004 Ha
* DFT total energy: -1039.78864 Eh

Below is 10 unconnected molecules or ions with the total composition C31H67N9O9 in a non-equilibrium geometry, with properties calculated with wB97M-V/def2-TZVPD.

Geometry as XYZ:
```
116
Properties=species:S:1:pos:R:3:forces:R:3
C 1.779325 1.933351 -2.353831 -0.1 -0.5 0.2
C 2.268041 0.933405 -3.389173 0.3 0.1 0.2
O 1.881433 -0.213286 -3.387451 -0.5 -0.1 -0.2
C 3.376146 1.371630 -4.294302 -0.1 1.1 -0.6
H 0.840890 2.415912 -2.632161 0.2 0.2 -0.4
H 2.562513 2.659514 -2.143414 -0.2 0.2 0.0
H 1.515017 1.380042 -1.451893 0.2 0.0 0.1
H 3.410675 0.833982 -5.238260 0.1 -0.4 0.2
H 4.334369 1.318722 -3.772163 -0.4 -0.4 -0.4
H 3.275839 2.431963 -4.552646 -0.2 0.0 0.1
C 1.951089 3.905447 5.489293 -0.2 0.3 -0.6
C 1.342196 2.581135 5.888750 0.5 0.1 0.7
O 1.437225 2.187287 7.041984 -0.2 -0.2 0.0
N 0.713144 1.871020 4.930133 -0.1 0.4 0.1
C 0.024974 0.628658 5.189758 0.0 -0.4 -0.6
H 1.751798 4.157613 4.444573 0.1 -0.1 0.0
H 3.026137 3.907223 5.654202 0.0 -0.2 0.0
H 1.530122 4.709445 6.092134 -0.1 -0.2 0.2
H 0.673852 2.271067 4.003728 -0.3 0.0 0.0
H 0.702891 -0.216056 5.045140 -0.1 -0.1 0.0
H -0.778207 0.559958 4.462114 0.0 -0.3 0.0
H -0.423131 0.512508 6.172957 0.3 0.6 0.2
C -5.132019 4.047745 -1.504984 0.4 -0.2 -0.3
C -4.597968 2.889676 -0.703936 -0.8 -0.8 1.1
O -4.739520 2.839911 0.523385 0.2 0.4 -0.5
N -4.152987 1.817137 -1.383146 0.6 0.4 -0.7
C -3.620782 0.592992 -0.792137 0.4 1.0 0.0
H -5.027411 3.872755 -2.575663 -0.1 0.0 0.0
H -4.614109 4.972854 -1.260996 -0.1 0.0 0.2
H -6.182876 4.125256 -1.235927 0.0 0.2 -0.1
H -3.975622 1.945733 -2.368117 -0.2 -0.1 0.0
H -2.637833 0.409915 -1.229448 -0.2 -0.4 -0.4
H -4.345363 -0.198068 -0.959135 0.3 -0.3 0.3
H -3.363045 0.775323 0.248385 -0.6 -0.2 0.2
C 6.262254 1.878978 1.783718 0.4 -1.0 0.5
C 5.238514 1.419527 2.822275 -0.3 1.2 -1.4
O 5.031162 2.085323 3.818084 0.0 -0.6 0.2
N 4.481981 0.369423 2.420928 -0.3 -0.4 0.9
C 3.379193 -0.092674 3.238712 -0.8 0.1 0.0
H 6.396180 1.154745 0.977318 -0.1 0.0 0.0
H 7.200559 1.918075 2.339122 0.1 0.5 -0.3
H 5.982803 2.836856 1.355571 0.0 0.2 0.3
H 4.671860 -0.117038 1.568941 0.3 0.1 -0.1
H 3.628060 -0.186212 4.294254 0.3 0.0 -0.1
H 2.982154 -1.039654 2.874011 0.3 -0.1 -0.1
H 2.540162 0.603717 3.174719 0.1 0.1 0.1
C -1.458230 3.880031 0.392748 -0.2 -0.3 0.4
C -1.457288 3.541588 1.875087 0.4 -0.8 -0.5
O -0.398854 3.555077 2.500301 0.0 0.3 0.3
N -2.612272 3.091653 2.392272 -0.3 0.2 0.3
C -2.753114 2.806477 3.806203 0.5 -0.4 0.1
H -2.065543 4.762266 0.194938 0.0 0.0 -0.1
H -1.861105 3.020353 -0.147607 -0.1 0.1 -0.1
H -0.424989 4.021008 0.091262 0.0 0.2 0.0
H -3.440690 2.914991 1.816780 0.5 0.4 -0.1
H -3.609448 3.345561 4.206150 -0.1 -0.2 0.1
H -1.849964 3.088507 4.346256 0.0 0.3 -0.2
H -2.825826 1.726681 3.972715 -0.4 0.1 0.0
C -1.351888 -0.177071 -3.871077 -0.4 -0.5 0.6
C -2.724511 -0.838385 -3.889791 -0.3 0.7 -0.7
O -3.651059 -0.360927 -4.541548 0.1 -0.1 0.5
N -2.841505 -1.957559 -3.157885 0.6 -0.9 0.8
C -4.094791 -2.612435 -2.885031 -1.1 0.2 -1.1
H -0.875006 -0.390904 -2.912596 0.3 -0.1 -0.2
H -1.475271 0.900232 -3.947045 0.0 0.0 -0.3
H -0.752055 -0.566282 -4.690921 0.2 0.1 0.0
H -2.002412 -2.394553 -2.765600 -0.3 0.4 -0.1
H -4.011596 -3.550006 -2.342633 0.5 0.2 0.3
H -4.622603 -2.861774 -3.813571 0.2 0.0 -0.1
H -4.796663 -1.941758 -2.383073 0.2 0.0 0.3
C -2.277580 -4.116394 0.553437 -0.4 -0.3 -0.7
C -3.480245 -4.271248 1.451693 0.5 0.2 0.3
O -3.677137 -3.474037 2.352856 -0.4 -0.1 -0.1
N -4.274905 -5.332968 1.196558 -0.5 0.1 0.0
C -5.524396 -5.571006 1.899741 0.1 -0.7 -0.2
H -1.367661 -4.346104 1.102814 0.1 0.3 0.0
H -2.301096 -3.103714 0.165376 0.2 0.1 0.3
H -2.322382 -4.722472 -0.355766 0.0 -0.3 0.2
H -3.991159 -5.995048 0.501043 0.0 0.0 -0.1
H -5.325275 -6.038225 2.864557 -0.2 0.3 0.2
H -6.102006 -6.289148 1.315654 0.0 0.0 0.0
H -6.132336 -4.676812 1.995503 0.3 0.2 0.2
C 6.196403 2.527070 -2.119162 0.1 0.3 0.3
C 5.671899 1.109126 -2.145767 0.7 0.1 -0.9
O 6.151034 0.315800 -2.946196 -0.2 -0.3 0.6
N 4.621072 0.832294 -1.342350 0.5 0.4 0.3
C 4.080945 -0.501968 -1.204641 -0.3 -0.3 -0.2
H 6.194873 2.949866 -1.112012 0.0 0.1 -0.1
H 5.647173 3.196983 -2.785259 -0.4 -0.2 0.1
H 7.205793 2.539415 -2.521751 0.1 -0.2 0.2
H 4.282654 1.629575 -0.830292 -0.3 -0.4 0.4
H 3.276512 -0.671729 -1.924242 0.3 -0.2 0.2
H 3.672426 -0.681910 -0.210968 0.0 0.2 0.1
H 4.870739 -1.225437 -1.395832 0.1 0.1 0.0
C 1.292347 -4.515426 -1.371488 -0.1 -0.1 0.0
C 0.252957 -4.048464 -2.376856 0.1 0.2 0.4
O -0.599729 -3.228526 -2.025923 0.1 -0.3 -0.4
N 0.298261 -4.619227 -3.590191 0.5 -0.1 0.6
C -0.788072 -4.592516 -4.544542 0.0 0.4 -0.3
H 0.972060 -4.066952 -0.434203 0.4 -0.1 0.1
H 2.329350 -4.267798 -1.599800 -0.1 0.4 -0.2
H 1.302960 -5.604944 -1.284423 -0.3 0.0 0.1
H 1.051617 -5.287016 -3.623175 -0.3 -0.2 -0.7
H -0.454970 -4.831773 -5.552139 0.3 -0.3 0.2
H -1.164889 -3.573461 -4.622118 -0.2 -0.1 0.2
H -1.581928 -5.277392 -4.248952 -0.1 0.1 0.0
N -0.506504 -1.360855 0.158514 0.7 1.1 0.3
C -1.292726 -0.870634 1.175579 -0.6 -0.5 -0.7
C -0.678544 0.218373 1.724061 0.2 0.4 0.5
C 0.573151 0.366576 1.097869 0.5 -0.5 -1.7
C 0.619556 -0.576282 0.086344 -0.1 -0.1 0.1
H -0.714438 -2.050384 -0.550059 -0.1 -0.2 0.2
H -2.260858 -1.322236 1.328956 0.0 0.1 0.4
H -1.055558 0.942296 2.425645 -0.2 -0.4 0.2
H 1.374172 1.080420 1.205698 -0.3 0.3 0.4
H 1.291439 -0.661301 -0.755526 0.1 -0.3 0.2
```
Forces are in eV/Å.

Calculated values
* SMILES string: c1cc[nH]c1.CNC(C)=O.CNC(C)=O.CNC(C)=O.CNC(C)=O.CNC(C)=O.CNC(C)=O.CNC(C)=O.CNC(C)=O.CC(C)=O
* M: 709.93 g/mol
* energy above the lowest of the compared OMol25 structures with the same formula, charge and spin: 0.00 kJ/mol
* orbital gap: 8.198 eV
* charge: 0
* E_LUMO: -0.001 Ha
* DFT total energy: -2391.49046 Eh

Q: Which of these has the lowest energy above the lowest of the compared OMol25 structures with the same formula, charge and spin?
A: C31H67N9O9